# C2O4S

A cluster of 2 separate species, C2O4S in total in a non-equilibrium geometry (the ωB97M-V functional and the def2-TZVPD basis, OMol25).

Geometry as XYZ:
```
7
Properties=species:S:1:pos:R:3
S -1.5228 0.8851 -0.0924
O 0.2410 -1.8940 -0.1514
O 1.1900 -0.7775 1.5929
O -1.7169 0.2185 -1.4518
C 0.0911 1.2410 -0.1564
C 0.6266 -1.3234 0.7408
O 1.0909 1.6503 -0.4818
```

Calculated values
HOMO energy (eV): -9.249
Frontier orbital gap (eV): 8.23
Energy relative to the best compared isomer or geometry (same formula, charge and spin) (kcal/mol): 5.7

natural (NBO) population analysis, charges in e, atoms 1 to 2: atom 1 (S): 0.845, atom 2 (O): -0.475

---

# C30H16Br7N3O6SSn

A structure of composition C30H16Br7N3O6SSn in a non-equilibrium geometry (the ωB97M-V functional and the def2-TZVPD basis, OMol25).

Geometry as XYZ:
```
64
Properties=species:S:1:pos:R:3
Br 3.2478 -5.9242 5.3115
H -2.6093 -0.4358 -0.0799
C 0.7498 -2.1092 4.0579
N -1.3363 -0.2863 -1.7211
H -0.2579 -2.3287 -7.0981
C 0.9208 2.2841 -1.1456
C 0.7886 -2.5690 5.3733
N -0.1844 1.8634 2.5934
C -0.7344 2.9061 1.9302
C -1.0975 -1.1413 -5.5258
C -2.0420 4.9205 0.4906
H 0.0751 0.9012 4.3624
C -1.6391 3.7804 3.9986
C -1.5177 3.8852 2.5961
H 1.5267 2.2503 -3.7099
C 0.3137 -3.0673 -5.1694
C -0.5426 3.0095 0.5148
C -1.1377 -0.9838 -4.1589
C 3.2032 -0.6534 -1.8071
H -2.5583 5.6770 -0.0882
C 0.2819 -2.8791 -3.7941
H -1.6203 -0.4559 -6.1781
C 2.2498 -4.3933 4.8216
C -0.3463 -2.1968 -6.0280
H -2.2087 4.5342 4.5303
C 1.7541 1.2989 -1.7993
H -4.3567 -0.7214 -0.3071
C -3.5645 -0.5651 0.4169
O -1.6907 1.5362 -3.5048
C -0.5810 -1.3737 -1.8693
O 1.4842 -2.4538 1.8383
C 1.5029 -2.8463 3.0731
Br 1.4387 -4.3230 7.5551
C -2.1621 4.8980 1.8533
Sn 0.3111 -0.5872 1.2953
C 3.3975 -0.5322 -3.1594
C 2.7850 0.5267 -3.8331
Br -3.9644 1.0376 1.3892
C -0.3493 1.7777 3.8875
Br -0.1619 -1.5461 6.6617
S -1.9961 0.1797 -3.1184
H -2.7661 5.6315 2.3745
H 4.0144 -1.2402 -3.6988
O -0.0610 -2.0224 -0.9476
C -1.2388 3.9836 -0.1765
H 0.8663 -3.9003 -5.5843
H -1.1265 2.6177 5.7217
H 0.8121 -3.5376 -3.1210
Br -3.4689 -2.0843 1.5792
O -3.4090 -0.1408 -3.1153
C -1.0490 2.7341 4.6497
H -1.1977 3.9916 -1.2555
O 2.2625 0.1292 0.1998
O 0.0926 -1.0677 3.6833
H 0.9006 3.2719 -1.6255
N 0.2732 2.0639 -0.0718
C -0.4387 -1.8068 -3.2993
H 3.6623 -1.4573 -1.2474
C 2.0014 1.4392 -3.1704
C 2.2471 -3.9434 3.4947
C 2.3727 0.2380 -1.0697
Br 3.2811 -4.8205 2.1697
Br 3.0921 0.7344 -5.7077
C 1.5052 -3.7076 5.7626
```

Calculated values
HOMO energy (eV): -2.142
Net charge: -2
Frontier orbital gap (eV): 5.97

natural (NBO) population analysis, charges in e, atoms 1 to 2: atom 1 (Br): 0.030, atom 2 (H): 0.272

---

# C30H17N3O11V

A structure of composition C30H17N3O11V (the ωB97M-V functional and the def2-TZVPD basis, OMol25).

Geometry as XYZ:
```
62
Properties=species:S:1:pos:R:3
C -4.1231 2.0638 2.2069
H -4.0249 -1.8393 -2.4757
C 4.4093 0.4457 3.3763
C 2.5201 0.4648 1.2907
C -0.8309 -2.5010 0.7898
C -3.0655 1.4918 1.5600
C -0.0507 1.7785 -2.3341
C -0.4285 2.7695 -1.2929
C -0.5254 -3.8391 1.0076
H -3.9374 2.7595 3.0149
C 0.5044 1.4221 -6.1001
C 0.6847 -4.3615 0.5786
H 2.0530 -1.5524 -0.6995
N 4.4466 0.4908 -0.3151
C 0.0799 2.1157 -3.6610
C 0.4243 -0.4215 -2.7379
N 5.3910 0.4263 4.4585
O 1.7077 0.5232 0.2897
O 0.3249 0.5808 4.2091
C -5.6728 0.8941 0.8084
O 5.3970 1.2188 -0.5269
C 0.0754 -1.6521 0.1498
C -4.8569 -0.5932 -0.9613
O -0.5119 2.1546 -0.0936
C -2.1851 -0.0751 -0.2231
H -0.0678 3.1340 -3.9937
H -6.6831 0.6540 0.4978
O 0.7084 0.4157 -6.8005
H 0.8003 -0.9550 -4.7891
C -3.2545 0.5723 0.4915
H -6.2770 2.2242 2.3550
O -0.1770 0.3849 2.0546
C 2.1249 0.4492 2.6563
N 0.1135 0.5312 -1.8545
O 6.5688 0.4360 4.1530
C 0.7023 0.4832 3.0772
C -2.5016 -0.9138 -1.2629
O 4.9762 0.4055 5.6010
C -4.5964 0.2860 0.1147
O 3.9291 -0.2342 -1.1364
H -2.0715 1.7609 1.8790
H 2.7287 0.4233 4.7019
C -3.8309 -1.1751 -1.6433
H -1.7163 -1.4117 -1.8127
C 0.5654 -0.1643 -4.0894
O 0.3675 2.6212 -6.3890
C 3.0639 0.4338 3.6749
C 4.8534 0.4856 2.0641
H 2.5548 -3.9123 -0.3782
C 0.3891 1.1192 -4.5811
H -5.8875 -0.7851 -1.2364
C 3.9220 0.4736 1.0587
H 0.9172 -5.4070 0.7382
C 1.3030 -2.1836 -0.2450
H -1.2454 -4.4712 1.5130
H 0.5428 -1.4213 -2.3521
H -1.7869 -2.1322 1.1356
H 5.9080 0.5225 1.8362
O -0.6336 3.9351 -1.4484
V -0.2647 0.4152 0.3048
C 1.5979 -3.5274 -0.0474
C -5.4484 1.7625 1.8336
```

Calculated values
HOMO energy (eV): -5.835
Net charge: -1
Frontier orbital gap (eV): 5.72
Energy relative to the best compared isomer or geometry (same formula, charge and spin) (kcal/mol): 9.2

natural (NBO) population analysis, charges in e, atoms 1 to 2: atom 1 (C): -0.199, atom 2 (H): 0.216

---

# C30H18BaBr3N5O4S

A structure of composition C30H18BaBr3N5O4S in a non-equilibrium geometry (the ωB97M-V functional and the def2-TZVPD basis, OMol25).

Geometry as XYZ:
```
62
Properties=species:S:1:pos:R:3
C 5.1590 -1.4127 -0.0700
N 1.4511 -0.7152 -1.8267
S 0.1416 -3.8173 -3.0940
C -4.3191 -1.9129 2.3079
C -1.5214 3.3274 -3.9515
H 2.0065 -1.9640 -4.8895
C -0.0708 1.7908 2.3150
C -0.9812 2.3864 3.2490
H 0.2388 -0.9677 -3.4452
C 1.2296 -1.1405 -3.0502
C -0.1468 4.3946 -2.2850
H -1.2665 3.0745 -4.9808
C -5.0532 -1.0597 1.5245
C 4.9794 -1.7415 -1.3883
C -0.8498 -3.6102 -4.3913
H -6.1298 -1.0220 1.6135
O -0.8564 1.1564 -3.0549
H 1.7598 0.0652 4.6649
H 6.1008 -1.6286 0.4206
Ba -0.1723 0.9246 -0.7480
C 1.8311 0.1661 2.0301
C 0.9208 0.8989 2.8600
Br -5.2445 -3.0000 3.5785
O 0.3957 5.2675 -1.6311
H -1.5673 2.6767 5.2832
C 2.9045 -0.5070 0.0777
C 2.6801 -0.9063 -1.2790
C -4.4042 -0.2228 0.6274
H -1.7588 3.0116 2.8289
C 4.1418 -0.7751 0.6464
H 5.7714 -2.2051 -1.9652
H 4.3149 -2.2088 -3.9724
C 1.0000 0.7188 4.2517
C -2.9184 -1.9987 2.1825
H 0.7937 -2.2814 1.3057
C 0.1316 1.3607 5.0901
H -2.5945 3.1767 -3.8259
N -0.9556 -1.2963 0.9461
C -0.8834 2.1929 4.5981
H -0.1333 -3.6465 3.1931
C -3.0066 -0.1877 0.4338
H 4.3514 -0.4508 1.6573
H 2.5171 -0.4810 2.5962
O -2.4227 0.6152 -0.3397
C -2.2706 -1.1809 1.2116
H -1.8505 5.3707 -3.2059
C 2.2488 -1.6696 -3.8787
N -0.0499 3.0499 -2.0955
O -0.1507 2.0390 1.0821
C 3.7443 -1.4881 -2.0134
N 1.8916 0.1783 0.7452
H -0.4471 5.2155 -4.2598
C -1.0441 4.7015 -3.5051
C -0.7840 2.3841 -2.9951
C -0.7666 -2.9637 2.6421
Br 0.2795 1.1117 6.9816
C 3.4996 -1.8199 -3.3732
C -2.0980 -2.8614 2.9381
Br -5.4467 1.0029 -0.3868
N -1.5439 -3.4896 -5.3216
H -2.5316 -3.4463 3.7378
C -0.2445 -2.1795 1.6029
```

Calculated values
HOMO energy (eV): -2.278
Net charge: -2
Frontier orbital gap (eV): 5.96
Energy relative to the best compared isomer or geometry (same formula, charge and spin) (kcal/mol): 65.6

Mulliken population analysis, charges in e, atoms 1 to 2: atom 1 (C): -1.008, atom 2 (N): 0.378

---

# C30H18BrCrF4N3O2P

A structure of composition C30H18BrCrF4N3O2P (the ωB97M-V functional and the def2-TZVPD basis, OMol25).

Geometry as XYZ:
```
60
Properties=species:S:1:pos:R:3
C 1.2971 -2.4384 2.9272
H -1.0532 -1.5002 -2.1660
O 4.9695 -0.3020 2.2387
C 4.6921 -0.0774 -2.0150
C 0.9480 -3.5141 3.7090
C 0.7319 2.3793 -1.6384
C -2.5906 4.2397 2.0422
F -3.1953 2.2770 -0.9091
H -1.6506 -4.5663 1.8113
H 1.9979 3.7933 -2.6308
C 2.5253 -1.6116 3.2159
C -3.9859 -2.5757 -0.8755
Br 0.6317 1.7542 2.6346
H -0.7721 1.6744 -5.1156
H -1.6656 0.5003 -3.1543
H 1.1482 2.6014 -0.6588
H -0.9458 -2.5762 0.5240
C 4.8781 -0.0301 -0.6385
H 1.0552 3.3140 -4.8681
C 3.4266 -0.3255 -2.5219
C 0.6809 2.7869 -4.0007
C -0.3420 1.8630 -4.1411
C -0.8145 -3.9748 2.1557
H -3.3870 0.1232 1.0733
C -0.4230 -2.8673 1.4249
H 1.3682 -0.6694 -2.0049
C -2.1124 -0.5527 -0.5335
Cr 1.1446 -0.2990 1.1173
C -1.5140 2.0111 0.7116
H 3.2488 -0.3893 -3.5857
C 2.3707 -0.4896 -1.6448
C -1.4628 3.5988 2.5516
C -3.1711 3.7806 0.8700
H -2.7314 -3.2574 -2.4806
C -0.9495 2.5052 1.8857
N 2.5456 -0.4332 -0.3175
H 1.5365 -3.7260 4.5914
C -4.1629 -1.6260 0.1215
C -2.8676 -2.5229 -1.6982
C 1.2152 3.0552 -2.7438
H -5.0357 -1.6655 0.7592
H -0.4245 -5.1583 3.9029
C -0.1298 -4.2990 3.3154
N 2.6621 -0.6271 2.2280
C -0.8399 1.1878 -3.0319
H 5.8466 0.1255 -0.1828
H -4.7240 -3.3538 -1.0166
C -1.9259 -1.5203 -1.5237
H 5.5307 0.0599 -2.6847
P -0.7982 0.6399 -0.2322
F -4.2290 4.3866 0.3796
C -3.2287 -0.6152 0.2964
F -0.9027 4.0528 3.6581
O 3.2747 -1.8547 4.1110
C -2.6260 2.6818 0.2184
F -3.0929 5.2770 2.6646
C -0.2974 1.4408 -1.7796
C 3.9198 -0.3509 1.6755
N 0.6174 -2.1118 1.8028
C 3.7882 -0.2279 0.1766
```

Calculated values
Multiplicity: 4
HOMO energy (alpha / beta) (eV): -14.965 / -14.943
Net charge: +2
Frontier orbital gap (alpha / beta) (eV): 6.89 / 7.88
Energy relative to the best compared isomer or geometry (same formula, charge and spin) (kcal/mol): 8.2
⟨S²⟩: 3.794

natural (NBO) population analysis, charges in e, atoms 1 to 2: atom 1 (C): 0.106, atom 2 (H): 0.221

---

# C30H18BrIrN4O8

A structure of composition C30H18BrIrN4O8 in a non-equilibrium geometry (the ωB97M-V functional and the def2-TZVPD basis, OMol25).

Geometry as XYZ:
```
62
Properties=species:S:1:pos:R:3
C 5.1526 0.2042 3.4651
C 1.2754 -4.8681 1.1345
C 1.0884 1.8114 -5.0659
O 1.1883 3.1223 -6.9414
N 0.4017 -2.2903 0.6822
Br -3.1770 -1.6753 3.7268
C -0.4060 -3.3235 0.4377
H 1.3807 3.5000 2.8412
O -3.0989 -0.3014 -2.5646
C -1.6396 1.7735 1.2980
H 1.8906 -1.5585 -3.3393
H 3.1669 2.0949 3.1242
C 1.0202 0.3781 -3.1377
H -1.3731 -3.0844 0.0207
H 1.7792 -0.1821 -5.0965
C -3.8527 -1.0508 2.0680
C 3.5591 -1.1602 2.2069
N 1.6653 -0.1858 1.2115
C -4.7642 -0.1058 -0.3584
C 0.4368 1.4313 -2.3642
C 2.3858 -1.2828 1.4835
N 1.4257 2.0272 -6.4777
C -0.7228 3.6652 2.4270
C 1.3751 -0.8957 -2.6409
O 5.4555 1.3941 3.9661
H 4.1983 -2.0037 2.4261
O 5.9643 -0.6591 3.6641
C 1.6609 -2.5197 1.1326
C -3.4581 -0.5790 -0.2551
H -5.1028 0.2571 -1.3189
C -1.8086 3.0300 1.8602
C 0.5213 2.8624 -4.3222
C -0.0041 -4.6282 0.6692
C 0.6057 1.7730 1.8473
H -0.8226 4.6474 2.8680
C 0.2127 2.6749 -3.0082
C 2.9893 1.1618 2.6088
O 1.9109 1.0963 -7.0861
Ir 0.1505 -0.3904 -0.0872
H -0.2326 3.4651 -2.4202
H -5.7924 -0.5699 2.8456
C -2.5916 -0.5509 -1.4975
O -1.3199 -0.8747 -1.3931
H 0.3370 3.8077 -4.8128
C 2.1251 -3.7960 1.3689
C 0.5086 3.0247 2.4154
H 1.6156 -5.8792 1.3110
O 1.2242 -1.3772 -1.4895
C 3.8750 0.0971 2.7087
C -5.1474 -0.5732 1.9782
H -0.6910 -5.4374 0.4690
C 1.3373 0.6043 -4.4990
H -6.6111 0.2636 0.6594
C -5.5977 -0.1045 0.7483
C 1.8360 0.9626 1.8670
H 3.1300 -3.9554 1.7332
O 0.0978 1.3477 -1.1203
N -0.4696 1.1382 1.3108
H -2.4581 1.2614 0.8191
H -2.7846 3.4924 1.8367
H -2.0076 -1.4381 1.0878
C -3.0139 -1.0685 0.9681
```

Calculated values
Multiplicity: 2
HOMO energy (alpha / beta) (eV): -11.350 / -11.351
Net charge: +1
Frontier orbital gap (alpha / beta) (eV): 6.70 / 5.41
Energy relative to the best compared isomer or geometry (same formula, charge and spin) (kcal/mol): 34.4
⟨S²⟩: 0.755

natural (NBO) population analysis, charges in e, atoms 1 to 2: atom 1 (C): 0.695, atom 2 (C): -0.122

---

# C30H18F5IMgN5O3S3

A structure of composition C30H18F5IMgN5O3S3 (the ωB97M-V functional and the def2-TZVPD basis, OMol25).

Geometry as XYZ:
```
66
Properties=species:S:1:pos:R:3
H 3.4750 -6.7322 -1.6435
H 2.7516 -6.3219 0.6666
C -3.2752 1.8536 0.6592
C 0.9424 -3.9424 -0.8847
F 1.9615 1.8421 -3.8718
C -2.5880 3.8557 -1.0254
C 2.3399 -5.7187 -0.1325
C -1.6626 2.9796 -0.4875
H -5.3149 2.4882 0.4318
C -1.8991 0.5221 -3.8422
C 2.7547 -5.9505 -1.4387
C 0.7022 1.3936 -3.8354
C -0.6188 5.1766 2.4694
H -0.5040 6.1998 2.1385
H -0.5419 -1.7946 3.1830
H 1.0884 -4.5171 1.1656
O -0.6313 1.0253 5.0347
S -0.6546 -2.3363 0.6681
C -4.2855 2.6646 0.1588
C 0.1702 -0.9764 3.3417
S 0.5727 -2.9278 -3.1855
H 2.5682 -5.3492 -3.5070
H 0.7165 4.3585 0.9949
C 0.0476 -2.7541 -0.8074
H 4.6896 -1.7785 0.6570
H 1.9808 -3.0128 3.7472
C -3.9243 3.6910 -0.6959
C 3.4393 -2.5462 2.2416
H -4.6799 4.3542 -1.0959
C 2.2547 -5.1842 -2.4852
H 4.1013 -3.3652 2.4939
C -1.5034 3.5438 3.9636
H -2.2632 4.6389 -1.6947
C 1.4215 -4.7190 0.1571
N 1.7468 -0.4697 1.5793
F -1.8376 0.2541 -1.5369
C -1.3040 0.8758 -5.0378
O 1.5592 -2.1265 -3.8579
C -0.6137 1.1818 3.8039
C 0.0102 1.3085 -5.0245
H 0.3750 -0.9138 4.4171
N -0.0268 2.8791 2.2045
C 0.1290 1.0618 -2.5992
Mg -0.2099 0.4187 0.8888
N -1.9988 2.0011 0.3537
O -0.4434 -3.5125 -4.0206
C 3.7689 -1.6728 1.2125
H -1.9627 5.6404 4.0837
C 2.8818 -0.6568 0.9088
C 1.3600 -4.1838 -2.1806
C -0.7780 2.5824 3.2650
I -3.7748 0.3039 1.9821
C 2.2638 -2.3502 2.9401
C -1.1932 0.6091 -2.6592
F 0.5922 1.6787 -6.1770
H -2.0874 3.2395 4.8203
F -1.9984 0.8404 -6.1848
N -0.1235 -2.1276 -1.9340
F -3.1825 0.1304 -3.8324
N -0.3683 0.2731 2.8731
C 1.4391 -1.2828 2.5904
H -0.6116 3.0314 -0.7410
C -1.4301 4.8620 3.5523
H 3.0795 0.0357 0.1005
S 1.0533 1.2774 -1.1583
C 0.0545 4.1502 1.8286
```

Calculated values
HOMO energy (eV): -4.971
Net charge: -1
Frontier orbital gap (eV): 7.14
Energy relative to the best compared isomer or geometry (same formula, charge and spin) (kcal/mol): 15.5

natural (NBO) population analysis, charges in e, atoms 1 to 2: atom 1 (H): 0.208, atom 2 (H): 0.206

---

# C30H19Br2N3O6TeV

A structure of composition C30H19Br2N3O6TeV in a non-equilibrium geometry (the ωB97M-V functional and the def2-TZVPD basis, OMol25).

Geometry as XYZ:
```
62
Properties=species:S:1:pos:R:3
H 7.3490 0.0232 2.9887
H -4.7303 1.5307 5.3092
C -4.6124 3.1558 -0.3158
C 0.2837 0.9059 -2.8958
H 3.9519 0.4712 -3.0859
O 1.2699 2.0196 -0.3369
C 5.2607 -0.1711 2.5118
H -1.8095 -1.2347 -4.5191
O -2.9987 -1.7397 -0.6831
C -0.2882 0.2194 -3.9595
H -2.0562 2.4285 -2.0328
H 3.6719 1.0034 -0.6903
C 0.4002 1.1686 -0.3356
Br -6.2364 3.6736 3.9971
C 4.3730 -2.3962 2.5560
H 5.7591 -3.9528 3.0774
C 2.3574 -2.3443 -2.0857
H -5.8464 4.0127 1.2519
O 0.1258 0.5194 -5.2197
H 7.6750 -2.4062 3.3377
C -2.8315 -1.8126 -1.9519
H -3.6571 2.7783 -2.7048
H 1.9831 -3.2854 -2.4719
V -1.6910 -0.6295 0.3632
H 3.0720 -1.6581 -3.9942
C -0.1052 0.5611 -1.6260
C -3.6740 2.2042 -0.6396
C 2.1936 -2.0424 -0.7353
C -4.6191 2.3817 1.9892
C 6.6980 -2.0220 3.0671
N -1.0206 -0.3858 -1.3999
C 2.6543 -0.8293 -0.2301
H 1.0102 1.6922 -3.0504
C 3.3177 0.0570 -1.0785
O -2.3876 -0.5207 2.0099
H -4.9762 3.8260 -1.0877
N -3.2064 1.3095 0.2744
Br -2.8184 -0.7218 5.0394
H 3.5316 -3.0716 2.4406
C 6.5150 -0.6591 2.8672
N -0.2258 -3.2835 1.2262
Te 2.2346 -0.2694 1.7800
C 3.4680 -0.2409 -2.4265
C -0.7255 -2.2913 0.8809
O -3.5182 -2.4001 -2.7755
C -3.1077 2.1240 -2.0266
C -3.6787 1.3924 1.5632
C -3.1849 0.4264 2.4701
H 1.6822 -2.7394 -0.0834
C -3.5670 0.5267 3.8130
O -0.1575 0.6480 0.7215
H 5.1148 0.8925 2.3570
H -3.1580 1.1018 -2.4087
C 5.6229 -2.8901 2.9125
C 2.9763 -1.4384 -2.9367
C 4.1733 -1.0302 2.3483
C -1.2882 -0.7183 -3.7206
H -0.3724 -0.0264 -5.8368
C -5.1057 3.2686 0.9960
C -4.9766 2.3844 3.3489
C -4.4508 1.4843 4.2669
C -1.6427 -0.9794 -2.4197
```

Calculated values
Multiplicity: 4
HOMO energy (alpha / beta) (eV): 0.372 / -2.093
Net charge: -2
Frontier orbital gap (alpha / beta) (eV): 3.46 / 5.93
Energy relative to the best compared isomer or geometry (same formula, charge and spin) (kcal/mol): 32.2
⟨S²⟩: 3.793

natural (NBO) population analysis, charges in e, atoms 1 to 2: atom 1 (H): 0.196, atom 2 (H): 0.219